This record from the Open Molecules 2025 dataset describes a 2-piece molecular cluster, C15H27F3N4O3 overall. The level of theory is the ωB97M-V functional and the def2-TZVPD basis.

Last column: natural (NBO) charge in e.
Positions of all 52 atoms, in Å:
C 5.087 2.294 -0.879  -0.62
C 4.367 0.827 -1.054  -0.41
C 4.064 0.607 -2.627  -0.41
C 2.512 0.404 -3.003  -0.41
C 1.804 -0.868 -2.291  -0.42
C 0.863 -0.500 -1.039  -0.43
C -0.566 0.149 -1.402  -0.07
C -0.841 0.403 -2.964  -0.44
C -2.448 0.594 -3.234  -0.27
N -3.162 1.256 -2.101  -0.27
N -2.660 2.520 -1.794  -0.41
C -2.834 3.381 -2.788  0.86
O -2.557 4.130 -3.766  -0.44
C -2.869 0.407 -0.895  0.82
N -3.608 0.481 0.260  -0.90
N -1.764 -0.591 -0.857  -0.54
H 5.623 2.314 0.138  0.22
H 4.207 3.056 -0.894  0.20
H 5.774 2.549 -1.771  0.21
H 3.437 0.867 -0.382  0.20
H 5.027 -0.037 -0.683  0.21
H 4.760 -0.234 -3.007  0.22
H 4.421 1.576 -3.167  0.21
H 2.462 0.233 -4.156  0.21
H 1.845 1.322 -2.792  0.19
H 2.653 -1.551 -1.883  0.23
H 1.231 -1.537 -3.053  0.21
H 0.685 -1.491 -0.456  0.25
H 1.399 0.198 -0.280  0.23
H -0.590 1.197 -0.891  0.20
H -0.533 -0.459 -3.665  0.24
H -0.322 1.378 -3.277  0.23
H -2.863 -0.494 -3.276  0.24
H -2.647 1.041 -4.271  0.25
H -3.279 0.926 1.130  0.46
H -4.526 -0.004 0.307  0.45
H -1.626 -0.833 0.159  0.46
C -0.658 -0.612 5.550  -0.64
C -1.978 -1.321 5.793  -0.07
O -2.761 -1.484 4.620  -0.59
C -2.464 -2.591 3.721  0.33
O -2.421 -3.732 4.370  -0.86
C -1.200 -2.341 2.818  0.91
F -1.137 -1.035 2.416  -0.39
F -1.255 -3.067 1.668  -0.36
F -0.014 -2.619 3.393  -0.33
H -0.771 0.202 4.829  0.19
H -0.267 -0.205 6.487  0.20
H 0.096 -1.299 5.166  0.21
H -2.577 -0.679 6.449  0.16
H -1.836 -2.258 6.340  0.20
H -3.281 -2.474 2.982  0.07

molecular weight	368.400	g mol⁻¹
HOMO-LUMO gap	0.103	hartree
HOMO level	-6.00	eV
LUMO	-3.189	eV